1.
This record from the Open Molecules 2025 dataset describes a cluster of 2 separate species, C11H10BrF in total in a non-equilibrium geometry. The level of theory is the ωB97M-V functional and the def2-TZVPD basis.

Positions of all 23 atoms, in Å:
1 C -1.45 0.41 -1.15
2 H -0.76 -0.14 -1.89
3 H -1.84 1.24 -1.82
4 H 0.54 -3.17 1.59
5 F 0.43 2.68 1.23
6 C 1.69 0.41 1.20
7 C 0.88 -2.15 1.52
8 H -3.46 2.83 2.12
9 Br -5.34 -1.71 -0.37
10 C -0.51 0.87 -0.18
11 C -1.78 2.66 0.88
12 C -2.94 3.17 1.19
13 C 0.48 0.02 0.50
14 H 2.66 -2.55 2.77
15 C 0.20 -1.36 0.67
16 H -0.72 -1.71 0.21
17 H -3.31 4.05 0.69
18 H 3.41 -0.14 2.51
19 H -2.34 -0.27 -0.87
20 C 2.07 -1.79 2.14
21 C 2.45 -0.44 2.00
22 C -0.65 2.07 0.65
23 H 2.12 1.38 1.02

Lowest unoccupied orbital energy (spin up / spin down) in eV: -0.714 / -3.889
Net charge: 0
Energy relative to the best compared isomer or geometry (same formula, charge and spin) in kJ/mol: 0.00
2S+1: 1
DFT total energy in Ha: -3098.84370
Molar mass in g/mol: 241.10
Orbital gap (spin up / spin down) in eV: 8.2 / 3.3
Largest force on an atom in eV Å⁻¹: 4.7

These are the Mulliken partial charges, in e, on atoms 1 to 6: C -1.21; H 0.38; H 0.38; H 0.32; F -0.29; C -0.20

=====

2.
This record from the Open Molecules 2025 dataset describes a cluster of 3 separate species, C24H51FNO6 in total in a non-equilibrium geometry. The level of theory is the ωB97M-V functional and the def2-TZVPD basis.

Positions of all 83 atoms, in Å:
1 C -6.36 -6.70 0.52
2 H 2.26 1.02 0.78
3 C -2.99 -2.40 1.59
4 H -0.90 -2.17 -0.89
5 C 1.14 0.30 -2.21
6 H -3.81 -1.39 3.29
7 H 4.30 6.21 -0.34
8 H -6.72 -6.63 -0.51
9 H 3.11 -0.55 -0.84
10 H -1.52 -0.86 2.05
11 H -3.84 -0.53 0.99
12 O -6.40 -8.07 0.88
13 C 7.08 7.53 -0.50
14 H -2.58 -7.05 1.71
15 O -1.12 0.17 -1.71
16 H -0.45 2.60 -1.52
17 C -2.89 -1.31 -0.81
18 C 6.48 6.70 -1.61
19 N 2.28 2.48 -1.64
20 C -3.57 -7.23 2.17
21 C 0.03 2.04 -0.73
22 C -3.92 -2.36 2.82
23 H -3.70 -3.17 3.51
24 H 3.84 1.87 -3.63
25 C -3.64 -1.50 0.54
26 H 0.69 0.40 -3.19
27 C -1.91 -2.43 -1.18
28 C 3.03 1.16 -3.56
29 H -3.97 -8.17 1.80
30 H 1.36 2.26 1.65
31 H 1.39 -0.75 -2.11
32 H -0.59 2.16 0.15
33 C 1.23 4.13 -0.20
34 H 7.94 7.02 -0.06
35 C 2.47 1.08 -2.12
36 H -2.20 -3.39 -0.78
37 H -3.65 -1.30 -1.58
38 H 2.24 1.41 -4.25
39 H 3.94 0.96 -0.51
40 H -0.85 -2.34 1.38
41 H -4.60 -1.94 0.30
42 H 5.29 7.17 2.22
43 H -1.90 -2.54 -2.26
44 H 2.93 2.65 1.02
45 H -6.56 -9.31 2.49
46 C 2.03 2.07 0.82
47 H 7.05 7.33 2.27
48 H 2.16 4.66 -0.37
49 H -7.90 -8.16 2.31
50 H 4.49 4.45 -0.30
51 H 3.34 0.16 -3.82
52 H 4.34 0.00 -1.93
53 H -6.32 -7.61 2.92
54 H -2.99 -3.42 1.22
55 H -7.02 -6.11 1.16
56 H 4.11 5.26 -1.83
57 H -4.95 -2.42 2.50
58 H -1.39 -2.34 3.02
59 O 6.12 7.86 0.50
60 C 1.41 2.62 -0.46
61 H 0.45 4.53 -0.84
62 C 6.20 7.03 1.65
63 H -2.00 0.39 0.19
64 H 0.90 4.30 0.82
65 H -2.99 0.78 -1.19
66 H 7.24 6.53 -2.37
67 O 6.06 5.42 -1.14
68 C -6.82 -8.29 2.22
69 H -4.29 -6.71 -0.09
70 H -4.97 -5.11 0.23
71 C 3.54 0.33 -1.29
72 C -1.61 -1.94 2.04
73 C -2.24 0.08 -0.82
74 O -4.43 -6.13 1.90
75 H 5.64 7.23 -2.07
76 C 0.10 0.57 -1.14
77 F 0.39 -0.22 -0.05
78 C -4.95 -6.15 0.58
79 H -3.44 -7.29 3.25
80 O 1.96 3.30 -2.58
81 H 6.30 5.98 1.38
82 H 7.44 8.47 -0.93
83 C 4.67 5.34 -0.89

Lowest unoccupied orbital energy (spin up / spin down) in eV: 0.678 / 0.179
Net charge: 0
Energy relative to the best compared isomer or geometry (same formula, charge and spin) in kJ/mol: 74.17
2S+1: 2
DFT total energy in Ha: -1550.94584
Molar mass in g/mol: 468.67
Orbital gap (spin up / spin down) in eV: 9.3 / 9.4
Largest force on an atom in eV Å⁻¹: 1.8

These are the Mulliken partial charges, in e, on atoms 1 to 6: C -0.72; H 0.41; C 1.71; H 0.16; C -2.90; H 0.50

=====

3.
This record from the Open Molecules 2025 dataset describes a cluster of 2 separate species, C7H14N2 in total in a non-equilibrium geometry. The level of theory is the ωB97M-V functional and the def2-TZVPD basis.

Positions of all 23 atoms, in Å:
1 H 0.79 -2.95 -2.22
2 H -3.37 2.56 1.11
3 H 0.64 0.34 2.80
4 C -2.25 1.20 -0.14
5 C 1.79 -0.52 -0.21
6 H 2.92 1.43 -0.72
7 C 2.20 0.81 -0.16
8 N 1.66 1.38 1.09
9 H -1.21 1.26 0.26
10 H 2.75 -1.82 -1.72
11 H -4.32 1.10 0.37
12 N 1.15 -0.82 1.02
13 C 1.83 -1.38 -1.36
14 H 0.20 -2.65 -0.41
15 C 1.12 0.32 1.81
16 H 1.37 -0.82 -2.21
17 H -2.19 1.98 -0.87
18 H 1.35 -3.57 -0.76
19 C 0.97 -2.65 -1.22
20 H -3.16 0.85 1.79
21 H -2.33 0.23 -0.61
22 H 1.51 2.30 1.54
23 C -3.40 1.41 0.82

Lowest unoccupied orbital energy (spin up / spin down) in eV: 3.956 / 3.789
Net charge: -1
Energy relative to the best compared isomer or geometry (same formula, charge and spin) in kJ/mol: 244.39
2S+1: 2
DFT total energy in Ha: -384.49302
Molar mass in g/mol: 126.20
Orbital gap (spin up / spin down) in eV: 2.5 / 7.0
Largest force on an atom in eV Å⁻¹: 4.8

These are the Mulliken partial charges, in e, on atoms 1 to 6: H 0.36; H 0.21; H 0.33; C -0.89; C 0.29; H 0.35

=====

4.
This record from the Open Molecules 2025 dataset describes a structure of composition C18H41BN10O4P2Ti. The level of theory is the ωB97M-V functional and the def2-TZVPD basis.

Positions of all 77 atoms, in Å:
1 C -1.34 -0.23 -3.79
2 C 1.96 -1.63 3.95
3 C -3.37 -2.77 0.65
4 H 2.59 1.95 1.30
5 H -3.86 -1.79 0.71
6 N -1.27 0.67 -2.80
7 O -2.23 0.24 -0.12
8 H 2.75 1.04 -1.00
9 N 0.26 3.27 2.67
10 N -1.38 1.89 -3.36
11 N 0.46 2.93 -2.11
12 C -0.73 -5.20 -1.37
13 N 0.89 1.75 -1.61
14 C 1.48 3.77 -2.21
15 O 0.70 -0.11 0.64
16 H 1.93 -2.71 3.83
17 C -3.30 -2.73 -1.78
18 H 0.26 1.46 3.70
19 H 5.14 0.18 1.01
20 H -4.03 0.68 0.74
21 C 0.52 4.70 2.70
22 H -0.70 2.75 4.49
23 H 2.51 1.35 2.97
24 O 2.05 -2.28 0.80
25 H 1.08 2.79 4.52
26 H 3.63 3.53 -1.73
27 Ti -0.56 0.36 -0.73
28 H 1.25 -2.63 -2.17
29 H 4.54 -1.49 0.88
30 H -4.15 -3.54 0.67
31 H 1.69 -4.18 -1.45
32 H 1.04 -4.12 -3.11
33 O -0.49 -1.35 -1.26
34 H -3.93 0.95 -1.01
35 C 4.28 -0.45 0.74
36 H -1.64 2.64 -5.30
37 H -0.05 -5.67 -0.65
38 C 0.97 -3.68 -2.11
39 H -1.75 -5.27 -0.98
40 H -3.14 2.08 0.10
41 C -1.53 0.42 -5.01
42 N -0.40 -3.80 -1.62
43 C 2.63 3.14 -1.76
44 P -0.90 -2.72 -0.38
45 H -0.64 -1.05 4.09
46 N 3.16 -0.10 1.60
47 H 0.54 5.09 1.69
48 C -3.39 1.03 -0.07
49 H -1.64 -0.03 -5.98
50 H -0.25 5.23 3.27
51 C 0.21 2.52 3.92
52 H -3.76 -3.67 -2.10
53 C -0.20 2.71 1.57
54 H 1.49 4.88 3.17
55 C 3.07 1.29 2.03
56 H -0.89 -0.84 2.34
57 N -2.56 -2.88 -0.54
58 H 2.99 -1.29 3.85
59 H 4.09 -0.31 -0.33
60 N 1.12 -0.94 2.97
61 C 2.20 1.87 -1.39
62 H 4.08 1.67 2.22
63 H -0.68 -5.76 -2.30
64 H -1.16 4.14 -3.15
65 H -2.75 -2.90 1.54
66 P 1.74 -0.96 1.39
67 N -0.58 2.16 0.64
68 C -0.28 -1.34 3.10
69 H -1.73 3.10 -1.51
70 H -0.42 -2.42 2.98
71 H -2.64 -2.39 -2.57
72 H -4.10 -1.99 -1.66
73 H -1.21 -1.27 -3.57
74 B -1.05 3.13 -2.50
75 H 1.33 4.76 -2.62
76 H 1.60 -1.38 4.95
77 C -1.54 1.76 -4.68

Lowest unoccupied orbital energy in eV: 0.289
Net charge: 0
Energy relative to the best compared isomer or geometry (same formula, charge and spin) in kJ/mol: 0.00
2S+1: 1
DFT total energy in Ha: -3116.30013
Molar mass in g/mol: 582.22
Orbital gap in eV: 7.5
Largest force on an atom in eV Å⁻¹: 0.8

These are the Mulliken partial charges, in e, on atoms 1 to 6: C -0.40; C -1.19; C -0.82; H 0.02; H 0.11; N 0.89

=====

5.
This record from the Open Molecules 2025 dataset describes an isolated molecule of C5H8N2 in a non-equilibrium geometry. The level of theory is the ωB97M-V functional and the def2-TZVPD basis.

Positions of all 15 atoms, in Å:
1 H -0.39 -1.65 1.14
2 C 2.32 -1.08 0.18
3 C -0.53 -0.76 0.53
4 H 2.35 -1.14 1.27
5 N 1.66 0.10 -0.43
6 C -0.55 1.18 -0.61
7 H 3.33 -1.26 -0.35
8 H -2.73 1.59 -0.41
9 H -0.27 2.05 -1.15
10 H -2.73 -0.59 0.79
11 C 0.28 0.15 -0.16
12 C -1.84 0.98 -0.17
13 N -1.86 -0.22 0.47
14 H 2.08 1.01 -0.13
15 H 1.69 -1.95 -0.05

Lowest unoccupied orbital energy in eV: 1.112
Structure (SMILES): CNc1cc[nH]c1
Net charge: 0
Energy relative to the best compared isomer or geometry (same formula, charge and spin) in kJ/mol: 93.85
2S+1: 1
DFT total energy in Ha: -304.79975
Molar mass in g/mol: 96.13
Orbital gap in eV: 8.8
Largest force on an atom in eV Å⁻¹: 1.9

These are the Mulliken partial charges, in e, on atoms 1 to 6: H 0.35; C -0.86; C -0.76; H 0.31; N -0.35; C -0.74